1) {
  "formula": "CH4N2OS",
  "method": "ωB97M-V/def2-TZVPD",
  "symbols": ["C", "N", "N", "O", "S", "H", "H", "H", "H"],
  "positions_angstrom": [[-0.17152, -0.06022, 0.04180], [0.27318, 0.41515, -1.58503], [0.86632, -0.02425, 0.89673], [-1.41051, -1.18431, 1.69013], [-1.65221, -0.63532, 0.33882], [0.09469, 1.47032, -1.77144], [-0.34500, 0.02467, -2.23302], [1.75628, 0.32464, 0.71850], [0.58877, -0.33067, 1.90349]],
  "multiplicity": 1,
  "gap_ev": 8.92
}


2) {
  "formula": "CH4N2OS",
  "method": "ωB97M-V/def2-TZVPD",
  "symbols": ["C", "N", "N", "O", "S", "H", "H", "H", "H"],
  "positions_angstrom": [[-2.42800, -0.29140, 0.16344], [-1.64941, -1.19806, 0.14124], [2.01827, 0.78962, -0.08408], [0.94497, -0.14224, -0.26570], [-3.61862, 0.70010, 0.10761], [0.75082, -0.10657, -1.20981], [-0.66181, -1.28236, 0.28249], [1.79026, 1.29977, 0.76616], [2.85353, 0.23113, 0.09866]],
  "multiplicity": 1,
  "gap_ev": 10.19,
  "smiles": "N=C=S.NO"
}


We find 2) to be the most stable, with the next structure 0.0137 hartree higher.


1) {
  "formula": "CH4N2OS",
  "method": "ωB97M-V/def2-TZVPD",
  "symbols": ["C", "H", "H", "H", "H", "N", "N", "O", "S"],
  "positions_angstrom": [[-0.08155, -0.50589, 0.77164], [0.55927, -1.52413, 2.46308], [1.76337, -1.45213, 1.20031], [1.14503, -0.87350, -0.98495], [0.57181, 2.06181, -1.23730], [0.78225, -1.28848, 1.51120], [0.58818, -0.19033, -0.44628], [-1.14047, -0.04684, 1.11089], [-0.25121, 0.97185, -1.40078]],
  "multiplicity": 1,
  "gap_ev": 10.00,
  "smiles": "NC(=O)NS"
}


2) {
  "formula": "CH4N2OS",
  "method": "ωB97M-V/def2-TZVPD",
  "symbols": ["C", "N", "N", "O", "S", "H", "H", "H", "H"],
  "positions_angstrom": [[-1.34418, -0.21494, -0.22652], [-1.16054, 0.85989, 0.43289], [1.72767, -0.56021, -0.66148], [1.57150, 0.43280, 0.41932], [0.66335, 1.68233, 0.23424], [-2.28226, -0.75712, -0.14204], [-0.62426, -0.94776, -0.64889], [2.62389, -0.38681, -1.17050], [1.49776, -1.41825, -0.29648]],
  "multiplicity": 1,
  "gap_ev": 9.46,
  "smiles": "C=NSON"
}


We find 1) to be the most stable, with the next structure 0.1719 hartree higher.


1) {
  "formula": "CH4N2OS",
  "method": "ωB97M-V/def2-TZVPD",
  "symbols": ["C", "N", "N", "O", "S", "H", "H", "H", "H"],
  "positions_angstrom": [[0.50405, -2.03997, 0.01957], [0.12653, -1.63239, -1.09029], [-0.22431, 2.06065, 0.03756], [-0.29657, 0.85615, 0.85528], [1.18094, -2.41707, 1.32303], [-0.85412, 1.25925, 1.58199], [-0.54339, -2.08418, -1.65726], [0.73111, 2.23661, -0.24338], [-0.62424, 1.76095, -0.82650]],
  "multiplicity": 1,
  "gap_ev": 10.27,
  "smiles": "N=C=S.NO"
}


2) {
  "formula": "CH4N2OS",
  "method": "ωB97M-V/def2-TZVPD",
  "symbols": ["C", "N", "N", "O", "S", "H", "H", "H", "H"],
  "positions_angstrom": [[1.59326, -0.34540, 0.79664], [-1.47821, 0.81970, -0.63305], [0.31619, -0.75566, 0.52268], [1.83549, 0.51990, 1.58196], [-1.09779, 0.21095, 0.96457], [2.27257, -1.04816, 0.22994], [-1.92907, -0.01949, -1.07277], [-2.12454, 1.65681, -0.52093], [0.09483, -1.70168, 0.13317]],
  "multiplicity": 1,
  "gap_ev": 9.51,
  "smiles": "NSNC=O"
}


3) {
  "formula": "CH4N2OS",
  "method": "ωB97M-V/def2-TZVPD",
  "symbols": ["C", "H", "H", "H", "H", "N", "N", "O", "S"],
  "positions_angstrom": [[-0.53920, 0.90500, -0.07455], [-2.76359, -0.41566, -0.65834], [-0.51362, -1.09200, 0.78336], [-1.30709, 1.63229, 0.04443], [2.97838, 0.08321, -0.48916], [-1.07243, -0.43568, -0.00116], [0.74976, 1.11227, 0.11648], [-2.31517, -0.33857, 0.02230], [1.60133, -0.47909, -0.01367]],
  "multiplicity": 1,
  "gap_ev": 9.40,
  "smiles": "ON/C=N\\S"
}


We find 2) to be the most stable, with the next structure 0.0511 hartree higher.


1) {
  "formula": "CH4N2OS",
  "method": "ωB97M-V/def2-TZVPD",
  "symbols": ["C", "N", "N", "O", "S", "H", "H", "H", "H"],
  "positions_angstrom": [[1.96014, 1.25437, -0.05699], [1.21234, 0.27697, -0.08064], [-2.35942, -1.41398, 0.38253], [-2.03627, -0.00337, 0.45895], [-0.82993, 0.59464, 1.34418], [2.77418, 1.05253, -0.71811], [1.81881, 2.02446, 0.59343], [-2.58602, -1.53414, -0.61056], [-1.45587, -1.86061, 0.40995]],
  "multiplicity": 1,
  "gap_ev": 7.41
}


2) {
  "formula": "CH4N2OS",
  "method": "ωB97M-V/def2-TZVPD",
  "symbols": ["C", "H", "H", "H", "H", "N", "N", "O", "S"],
  "positions_angstrom": [[-0.42676, 0.63216, 0.30065], [-1.02654, -0.67107, -1.17553], [-2.24950, 0.34999, -0.51922], [1.43966, 0.75210, 0.93697], [1.62750, -1.94905, 0.22215], [-1.37743, -0.05383, -0.41923], [0.95590, 0.28975, 0.22503], [-0.63943, 1.58938, 1.02342], [1.69661, -0.93943, -0.59424]],
  "multiplicity": 1,
  "gap_ev": 10.56,
  "smiles": "NC(=O)NS"
}


We find 2) to be the most stable, with the next structure 0.2210 hartree higher.